A 2-piece molecular cluster, C11H17NOS overall at a distorted geometry. Source: OMol25; level of theory: ωB97M-V with the def2-TZVPD basis set.

E_HOMO, Eh: -0.2813
Strongest force on any atom, eV/A: 3.71
LUMO level, eV: -0.789
Molar mass, g/mol: 211.330
Energy, a.u.: -957.2928

The geometry in ORCA input format:
```
! RIJCOSX wB97M-V def2-TZVPD def2/J DEFGRID3
* xyz 0 1
C -0.089 2.563 0.305
C 1.303 2.236 0.546
C -3.238 -0.492 0.652
C -0.974 -0.725 0.102
C 0.181 -0.710 -0.707
C -2.349 -0.670 -0.315
C 1.479 -0.917 -0.106
C 1.066 2.754 -0.768
C -2.822 -1.024 -1.659
C 3.259 -1.264 1.507
C 1.756 -1.234 1.335
N 1.943 0.353 -2.418
O 2.032 1.798 1.359
S 2.672 -0.391 -1.135
H -0.720 3.287 0.702
H -4.233 -0.310 0.338
H -3.005 -0.103 1.697
H -0.792 -0.662 1.206
H 0.200 -0.702 -1.811
H 0.968 2.168 -1.714
H 1.364 3.686 -1.075
H -1.975 -1.332 -2.255
H -3.464 -0.377 -2.189
H -3.348 -1.932 -1.659
H 3.577 -0.265 1.751
H 3.704 -1.626 0.644
H 3.667 -1.783 2.361
H 1.299 -0.622 2.187
H 1.182 -2.202 1.557
H -0.776 1.759 0.215
H 2.434 0.140 -3.294
*
```

***

A 2-piece molecular cluster, C11H17NOSi overall at a distorted geometry. Source: OMol25; level of theory: ωB97M-V with the def2-TZVPD basis set.

E_HOMO (spin up / spin down), Eh: -0.2777 / -0.3222
Strongest force on any atom, eV/A: 6.11
LUMO level (spin up / spin down), eV: -1.282 / -0.595
Molar mass, g/mol: 207.349
Energy, a.u.: -848.6930

The geometry in ORCA input format:
```
! RIJCOSX wB97M-V def2-TZVPD def2/J DEFGRID3
* xyz 0 1
C -2.042 -1.788 3.329
C -2.119 -0.427 3.319
C -1.001 -2.431 2.619
C -1.160 0.340 2.702
C 0.026 -1.673 2.074
C -0.027 -0.251 2.140
C -0.459 -0.756 -0.999
C 1.914 2.822 -1.991
C 1.483 0.246 -3.860
C 0.923 0.601 1.458
C -0.186 0.587 -1.164
N -1.750 -1.061 -0.518
O 0.349 -1.643 -1.274
Si 1.510 0.880 -2.000
H -2.860 -2.237 3.775
H -3.056 0.085 3.850
H -0.811 -3.409 2.442
H -1.477 1.399 2.758
H 0.749 -2.064 1.549
H 2.331 3.153 -1.056
H 2.615 3.039 -2.689
H 0.955 3.300 -2.415
H 1.311 -0.792 -3.833
H 0.720 0.761 -4.529
H 2.461 0.503 -4.308
H 0.613 1.608 1.252
H 1.770 0.055 1.092
H -0.742 1.454 -1.116
H -2.367 -0.362 -0.262
H -2.261 -1.821 -0.922
H 2.591 -0.119 -1.426
*
```

***

A 2-piece molecular cluster, C11H17O7 overall. Source: OMol25; level of theory: ωB97M-V with the def2-TZVPD basis set.

E_HOMO, Eh: -0.5048
Strongest force on any atom, eV/A: 0.56
LUMO level, eV: -4.856
Molar mass, g/mol: 261.250
Energy, a.u.: -955.7045

The geometry in ORCA input format:
```
! RIJCOSX wB97M-V def2-TZVPD def2/J DEFGRID3
* xyz 1 1
C -1.553 -0.547 -3.633
C -0.769 0.712 -3.250
C 0.253 0.526 -2.108
O 0.247 -0.777 -1.494
C -0.857 -0.988 -0.607
C -0.334 -1.492 0.708
C -0.333 -0.913 1.914
C -0.901 0.387 2.371
O -0.035 1.026 3.284
C 0.488 2.285 3.065
C 0.699 2.725 1.629
O 0.829 2.921 4.002
C 0.241 -1.924 2.881
O 0.392 -1.849 4.043
O 0.539 -3.079 2.163
C 0.231 -2.870 0.841
O 0.425 -3.663 -0.013
H -0.928 -1.440 -3.599
H -2.413 -0.708 -2.981
H -1.937 -0.443 -4.648
H -0.230 1.080 -4.125
H -1.468 1.503 -2.972
H 1.267 0.659 -2.493
H 0.102 1.283 -1.327
H -1.532 -1.730 -1.040
H -1.421 -0.062 -0.461
H -1.147 1.022 1.522
H -1.840 0.166 2.894
H 1.528 2.150 1.204
H 0.983 3.774 1.646
H -0.170 2.610 0.985
O 2.432 -0.330 -0.094
H 2.653 -0.681 -0.982
H 3.153 -0.481 0.550
H 1.552 -0.732 0.178
*
```

***

A 2-piece molecular cluster, C11H17OP overall at a distorted geometry. Source: OMol25; level of theory: ωB97M-V with the def2-TZVPD basis set.

E_HOMO (spin up / spin down), Eh: -0.2667 / -0.2669
Strongest force on any atom, eV/A: 5.45
LUMO level (spin up / spin down), eV: 0.013 / 0.012
Molar mass, g/mol: 196.230
Energy, a.u.: -845.7590

The geometry in ORCA input format:
```
! RIJCOSX wB97M-V def2-TZVPD def2/J DEFGRID3
* xyz 0 1
C -3.741 0.538 0.559
C -2.967 -0.425 1.191
C -3.266 1.064 -0.622
C -1.817 -0.862 0.515
C -2.110 0.677 -1.250
C -1.290 -0.309 -0.686
C 0.477 -2.245 -0.935
C 1.189 0.190 1.436
C 2.817 0.283 -0.370
C -0.079 -0.848 -1.287
C 1.371 0.571 0.003
O 0.380 -0.343 -2.518
P 0.508 2.178 -0.271
H -4.754 0.971 1.014
H -3.355 -0.926 2.066
H -3.985 1.820 -1.231
H -1.248 -1.734 1.056
H -1.816 1.086 -2.215
H 1.131 -2.516 -1.841
H 0.995 -2.231 0.104
H -0.458 -2.826 -0.847
H 1.381 -0.845 1.598
H 2.019 0.480 2.108
H 0.253 0.386 1.743
H 2.991 -0.750 -0.440
H 3.114 0.569 -1.426
H 3.485 0.599 0.307
H 0.508 0.594 -2.552
H 0.865 2.812 1.002
H -0.614 1.828 0.508
*
```

***

A 2-piece molecular cluster, C11H18 overall at a distorted geometry. Source: OMol25; level of theory: ωB97M-V with the def2-TZVPD basis set.

E_HOMO (spin up / spin down), Eh: 0.0362 / -0.1473
Strongest force on any atom, eV/A: 6.36
LUMO level (spin up / spin down), eV: 3.451 / 3.287
Molar mass, g/mol: 150.265
Energy, a.u.: -429.8073
<S²>: 0.76

The geometry in ORCA input format:
```
! RIJCOSX wB97M-V def2-TZVPD def2/J DEFGRID3
* xyz -1 2
C -1.868 1.764 -0.557
C 0.367 2.803 -0.596
C -0.409 1.685 -0.872
C 1.709 2.819 -1.125
C 0.056 0.707 -1.730
C 2.195 1.797 -2.002
C 1.300 0.774 -2.299
H 0.012 3.612 -0.015
H 2.424 3.467 -0.806
H -2.378 1.965 -1.550
H -2.166 2.651 -0.091
H -0.405 -0.334 -2.006
H 3.228 1.668 -2.233
H 1.472 -0.052 -2.960
H -2.375 0.874 -0.058
C -0.222 -1.417 1.033
C -1.369 -2.365 0.785
C -0.297 -1.145 2.642
C 1.064 -2.297 0.838
H -0.156 -0.560 0.426
H -1.458 -3.178 1.399
H 0.623 -1.204 3.007
H -0.723 -0.148 2.777
H -1.038 -2.002 3.095
H 1.870 -1.840 1.425
H 0.862 -3.257 1.129
H 1.343 -2.230 -0.163
H -1.354 -2.723 -0.212
H -2.306 -1.835 0.718
*
```

***

A 2-piece molecular cluster, C11H18 overall at a distorted geometry. Source: OMol25; level of theory: ωB97M-V with the def2-TZVPD basis set.

E_HOMO, Eh: -0.3343
SMILES: Cc1ccccc1.CC(C)C
Strongest force on any atom, eV/A: 4.80
LUMO level, eV: 0.995
Molar mass, g/mol: 150.265
Energy, a.u.: -429.8509

The geometry in ORCA input format:
```
! RIJCOSX wB97M-V def2-TZVPD def2/J DEFGRID3
* xyz 0 1
C -1.257 -1.721 1.603
C 0.272 -1.514 1.573
C 0.749 -0.707 2.593
C 2.033 -0.248 2.422
C 2.834 -0.497 1.383
C 2.424 -1.343 0.397
C 1.172 -1.913 0.546
H -1.622 -2.210 0.804
H -1.675 -0.802 1.224
H -1.701 -2.175 2.464
H 0.128 -0.368 3.400
H 2.342 0.278 3.285
H 3.811 0.052 1.388
H 2.951 -1.501 -0.513
H 0.795 -2.639 -0.198
C -1.015 2.406 -2.578
C -1.118 1.386 -1.406
C -2.101 0.160 -1.555
C 0.353 1.042 -0.888
H -0.602 3.441 -2.324
H -2.033 2.713 -2.881
H -0.365 2.061 -3.252
H -1.541 1.918 -0.653
H -1.951 -0.408 -2.482
H -1.814 -0.619 -0.800
H -3.213 0.305 -1.367
H 0.923 1.897 -0.809
H 0.408 0.566 0.205
H 0.816 0.439 -1.580
*
```

***

A 2-piece molecular cluster, C11H18 overall at a distorted geometry. Source: OMol25; level of theory: ωB97M-V with the def2-TZVPD basis set.

E_HOMO, Eh: -0.3342
SMILES: Cc1ccccc1.CC(C)C
Strongest force on any atom, eV/A: 2.49
LUMO level, eV: 0.941
Molar mass, g/mol: 150.265
Energy, a.u.: -429.9098

The geometry in ORCA input format:
```
! RIJCOSX wB97M-V def2-TZVPD def2/J DEFGRID3
* xyz 0 1
C -2.230 1.524 1.082
C -1.210 1.636 -0.034
C -1.429 1.048 -1.273
C -0.519 1.249 -2.317
C 0.575 2.049 -2.178
C 0.912 2.501 -0.891
C 0.034 2.243 0.153
H -3.148 1.938 0.662
H -1.917 2.158 1.905
H -2.391 0.465 1.275
H -2.344 0.549 -1.570
H -0.812 0.833 -3.275
H 1.242 2.308 -2.986
H 1.796 3.103 -0.739
H 0.216 2.603 1.160
C 1.828 -2.235 -0.348
C 0.772 -1.511 0.471
C -0.696 -1.976 0.352
C 1.216 -1.629 1.926
H 1.719 -2.327 -1.434
H 1.970 -3.267 -0.004
H 2.769 -1.712 -0.197
H 0.842 -0.437 0.270
H -0.631 -2.786 -0.384
H -1.158 -2.280 1.283
H -1.265 -1.198 -0.153
H 0.816 -0.789 2.534
H 0.763 -2.412 2.546
H 2.279 -1.647 2.166
*
```

***

A 3-piece molecular cluster, C11H18BF6NO5 overall at a distorted geometry. Source: OMol25; level of theory: ωB97M-V with the def2-TZVPD basis set.

E_HOMO, Eh: -0.3418
SMILES: CCOC(=O)C(F)(F)F.CCOC(=O)C(F)(F)F.BN(C)C(C)=O
Strongest force on any atom, eV/A: 7.94
LUMO level, eV: 0.099
Molar mass, g/mol: 369.067
Energy, a.u.: -1484.8609

The geometry in ORCA input format:
```
! RIJCOSX wB97M-V def2-TZVPD def2/J DEFGRID3
* xyz 0 1
C 1.843 3.378 -0.134
C 2.148 2.912 -1.545
O 3.436 3.388 -1.964
C 4.515 2.642 -1.564
O 4.428 1.623 -0.884
C 5.811 3.231 -2.118
F 5.868 4.589 -2.000
F 5.972 2.959 -3.445
F 6.925 2.751 -1.495
H 1.934 4.466 -0.059
H 0.830 3.086 0.160
H 2.549 2.949 0.584
H 1.413 3.336 -2.238
H 2.083 1.822 -1.634
C -3.333 -4.847 -2.451
C -3.500 -3.541 -3.204
O -3.662 -2.449 -2.286
C -2.509 -1.918 -1.768
O -1.384 -2.326 -2.045
C -2.825 -0.738 -0.851
F -3.871 -0.986 -0.011
F -3.160 0.383 -1.553
F -1.777 -0.386 -0.053
H -4.166 -5.001 -1.757
H -3.289 -5.691 -3.145
H -2.417 -4.843 -1.852
H -4.409 -3.582 -3.812
H -2.663 -3.359 -3.888
B -1.480 -0.399 5.041
N -0.798 -0.644 3.708
C -1.699 -1.316 2.696
C -0.119 0.593 3.159
C 1.501 0.417 2.781
O -0.684 1.793 2.992
H -1.380 -1.254 5.875
H -2.052 0.582 5.364
H -2.240 -0.555 1.953
H -0.988 -1.995 2.020
H -2.441 -2.050 3.227
H 1.811 1.005 1.818
H 2.101 0.713 3.750
H 1.678 -0.739 2.625
*
```